(1)
Here is a cluster of 12 separate species, C52H74FIN15O2P in total at a distorted geometry from OMol25. Energies are from ωB97M-V with the def2-TZVPD basis set.

The geometry in XYZ format:
```
146
Properties=species:S:1:pos:R:3:forces:R:3
I -4.726283 2.432834 5.519692 -2.1 5.2 -11.0
P 0.657034 -4.344405 0.043425 0.8 -0.3 0.1
F 1.396972 1.459951 -1.044551 -2.1 -3.6 1.1
O -4.300404 0.894746 0.001262 8.4 -0.9 6.6
O -3.016654 -4.286895 0.048329 2.2 6.4 2.9
N -4.347445 -3.515741 2.885385 -1.5 -2.1 -5.6
N 4.579808 6.063004 -4.661302 -4.6 -5.9 -6.7
N 8.312213 0.593613 -0.748677 4.9 -8.1 -13.6
N 7.878518 1.509036 0.421451 -3.0 9.5 7.7
N -9.027736 -0.573610 -4.043903 1.8 9.4 -3.3
N 8.854185 -3.909449 5.993276 -6.3 4.8 -6.2
N -9.643728 4.394065 -2.795051 2.7 5.5 8.1
N 10.865440 -3.352335 -1.871007 8.3 2.4 5.4
N 5.312213 -4.046529 1.983932 4.9 -4.8 -7.5
N -4.589450 1.881664 7.340313 2.2 -6.4 15.5
N -5.177059 -0.240282 -0.755398 -12.5 -10.0 -11.9
N -5.475913 6.171142 2.643108 0.1 -7.2 -7.0
N 0.353683 2.647547 -6.316866 -1.2 -1.3 9.8
N -1.121482 2.712699 3.668951 -2.6 9.7 -0.4
N 1.581482 5.808602 -10.245551 -8.7 -3.0 4.2
C 0.205126 2.480955 -5.075792 0.9 1.1 -8.1
C 11.886949 -3.025860 -1.207665 -6.7 -2.3 -4.3
C 8.915293 -0.001376 -1.682685 -3.1 3.2 4.9
C 4.105597 1.064905 1.617860 0.0 0.7 -1.8
C 6.642263 -5.358648 -0.075959 -0.6 0.6 0.9
C 7.547984 2.725008 0.374043 0.9 -3.9 0.2
C 4.000236 5.324352 -5.503072 3.8 4.9 5.5
C 8.064852 -3.305797 5.216973 5.2 -4.0 5.1
C -5.390815 -4.223256 2.279660 1.1 0.5 0.2
C -1.041886 0.747032 -0.269939 1.7 -4.4 -0.3
C 9.642263 -0.718506 -2.808568 -0.2 0.7 1.0
C -0.957944 -6.681605 0.528374 1.3 0.2 -0.5
C -1.452016 3.928671 3.621543 2.1 -8.0 0.3
C -3.592246 0.814701 4.556116 0.7 -3.4 0.5
C 13.118291 -2.632275 -0.408127 -1.0 -0.3 -0.6
C -2.034508 -0.487285 0.136748 1.6 0.2 -0.9
C -1.850516 5.394381 3.564399 0.3 -1.2 0.0
C 0.026119 2.280101 -3.579802 0.2 0.1 -1.3
C -5.756630 -0.978934 -1.597169 2.8 3.7 3.8
C 3.301689 4.433950 -6.517759 0.6 0.7 0.9
C 2.464071 -4.413097 0.793575 0.4 -0.3 0.8
C -8.513284 2.009633 -4.936111 -0.2 -1.2 0.3
C -2.727107 -3.119855 0.613596 -1.8 -3.4 -1.1
C -0.810847 4.972507 -9.100321 1.1 0.4 -0.5
C 0.523620 0.303302 -0.659807 -3.3 -1.8 1.2
C -6.455177 -1.869336 -2.611856 1.0 0.4 0.7
C 4.350080 0.290182 0.155355 1.2 0.2 1.2
C -9.313604 5.079086 -1.789142 -2.2 -4.5 -6.7
C -4.738008 1.715072 8.581388 0.7 0.5 -5.1
C 0.496704 5.429500 -9.726295 7.1 2.5 -3.4
C -0.289180 -5.382220 1.343067 -0.8 -1.5 1.3
C 2.957547 -0.829243 -2.545919 0.1 -0.7 0.5
C 7.113407 -2.578089 4.281256 0.8 -0.6 0.8
C 5.915293 -4.641518 1.049924 -3.9 3.9 6.2
C -5.463935 5.257749 1.773823 -0.1 6.0 5.7
C 1.039463 -1.275008 -0.591990 -1.3 1.8 0.3
C -4.228431 -1.142991 1.714370 1.1 -1.9 -0.5
C 3.723023 -1.213378 0.093147 -0.3 0.2 0.8
C 7.149484 4.190718 0.316899 0.7 -1.4 -0.5
C -1.525865 -2.080642 0.215970 1.3 1.9 -0.6
C -5.449548 4.156706 0.726030 0.0 0.9 0.9
C -3.788725 -2.594824 1.795769 -1.7 5.3 0.2
C -8.794491 0.597713 -4.448485 -1.6 -7.6 2.6
C -5.293994 -0.460993 2.790153 0.8 0.7 0.0
C -3.620195 -0.123399 0.533600 3.4 2.4 3.0
C -4.917015 1.514218 10.077378 -0.4 0.8 -1.4
C 2.622519 -1.505938 -1.065832 -0.7 -1.3 -0.7
C -5.279258 -5.849017 1.906456 -0.7 -0.2 0.5
C -4.638050 -0.469018 4.318734 0.6 0.1 0.4
C -8.915700 5.904872 -0.576656 -0.4 -0.7 -1.0
C 0.051358 -2.537992 -0.104812 -2.1 5.3 0.5
C -6.827388 -3.516314 1.824876 0.3 -0.4 -1.2
H 9.859136 -0.016936 -3.618732 -0.2 0.1 0.2
H 13.779599 -2.014562 -1.021889 -0.2 -0.1 0.0
H -7.912769 5.621617 -0.245597 -0.2 0.0 -0.1
H -8.919417 6.968035 -0.832143 0.0 -0.2 -0.1
H 4.255354 0.358582 2.538086 -0.3 1.5 -1.8
H 2.063812 -1.109570 -3.262237 1.9 0.6 1.3
H 4.612680 -1.989303 0.005830 -1.9 1.6 0.1
H 6.182461 -3.143211 4.182866 0.3 0.0 0.0
H 2.570638 -5.380291 1.485497 -0.5 2.1 -1.6
H -5.481193 -0.374967 5.156161 1.7 -0.6 -2.0
H -3.182363 1.110495 3.500950 -0.8 0.2 2.3
H -0.017324 -7.342384 0.208115 -2.1 1.3 0.7
H 3.967897 1.042608 -0.652361 0.8 -1.7 1.3
H -2.912893 5.482690 3.321174 0.1 -0.1 0.1
H -1.394099 1.873170 -0.326218 0.8 -2.7 0.2
H 5.535726 0.164402 0.090730 -2.6 0.5 -0.2
H 7.333914 4.665180 1.284687 -0.1 -0.1 -0.1
H -1.265565 5.910081 2.797855 0.0 -0.2 0.1
H 4.869046 1.981815 1.594341 -1.5 -2.1 0.5
H -7.141214 -1.273835 -3.220490 0.1 0.0 0.3
H -5.959188 1.267697 10.298299 0.1 0.1 0.0
H 6.859136 -4.657077 -0.886123 -0.1 0.0 0.2
H 7.582373 -5.776893 0.294188 -0.2 0.1 0.0
H -1.395812 5.840352 -8.783453 0.2 -0.1 -0.1
H -5.124220 -6.002793 0.732679 -0.3 1.0 2.5
H 4.040693 3.962950 -7.171697 0.0 0.2 0.2
H -5.431342 0.690223 2.513797 0.3 -2.5 0.4
H -4.276928 0.697940 10.423182 0.0 0.1 -0.3
H -7.935456 1.975459 -5.863845 -0.1 -0.2 0.2
H -0.607442 4.343007 -8.229714 0.1 0.1 -0.1
H 3.241449 -4.565616 -0.076515 -1.6 0.7 1.8
H -7.022305 -2.648918 -2.095754 0.1 0.2 0.0
H -1.016054 2.033580 -3.358881 0.1 0.0 -0.2
H -5.937448 3.260893 1.119825 0.1 0.2 0.1
H 3.133822 0.321499 -2.523045 -0.5 -2.2 0.0
H 6.886841 -1.584857 4.678444 0.1 -0.2 0.0
H -4.372351 -6.378456 2.421659 -1.8 1.3 -0.8
H 0.451023 -5.909422 2.120500 -1.3 1.6 -1.8
H 2.734561 3.654368 -6.001658 0.1 0.2 -0.1
H -5.982116 4.487664 -0.169839 0.1 0.0 0.2
H -9.454560 2.534149 -5.122082 0.1 -0.2 0.2
H -7.473111 -3.161939 2.756865 1.8 -0.7 -1.9
H 2.681508 -2.674151 -1.311068 -0.3 2.5 0.7
H -1.666086 5.868843 4.532187 0.0 -0.2 -0.1
H 6.020164 -6.169798 -0.464200 0.0 0.2 0.1
H -7.943030 2.558078 -4.181379 -0.2 -0.2 0.0
H -4.646771 2.429414 10.611353 0.0 -0.1 -0.1
H -6.296934 -6.424287 2.148539 2.2 1.3 -0.3
H 7.734435 4.706418 -0.449645 -0.2 0.1 0.0
H 2.683109 -3.498972 1.490071 -0.1 -1.7 -1.6
H -1.391445 4.398052 -9.827376 0.2 0.1 0.0
H 13.659606 -3.528271 -0.092103 -0.2 0.1 -0.1
H -6.361781 -0.937293 2.765091 2.2 0.7 0.0
H 10.582373 -1.136751 -2.438420 -0.3 0.1 -0.1
H -9.622143 5.732361 0.239996 0.1 0.0 -0.2
H 3.190850 -1.404741 1.144745 1.2 0.3 -2.3
H 0.296362 3.195296 -3.045827 0.0 -0.1 -0.2
H -6.561205 -2.630885 1.091523 -0.6 -1.5 1.8
H -7.511426 -4.256149 1.185047 1.7 1.4 1.5
H 6.087107 4.279028 0.073674 0.2 -0.1 0.0
H 3.963217 -1.352362 -2.910010 -2.2 1.2 0.6
H -1.456753 -6.333206 -0.478955 0.7 -0.7 2.3
H -1.052976 -4.802921 2.003638 1.2 -1.0 -1.4
H -3.957127 -1.433433 4.496621 -1.9 1.9 -0.5
H -1.641556 -7.344188 1.207504 1.2 1.5 -1.3
H 0.666205 1.463822 -3.233997 -0.1 0.2 -0.2
H 7.570893 -2.470952 3.293850 0.0 -0.1 0.2
H -4.418401 3.911597 0.457030 -0.2 0.0 0.1
H -5.716173 -2.340336 -3.265793 0.0 0.1 0.1
H 3.037108 1.546341 1.533949 1.9 -1.1 0.7
H 2.615652 5.029451 -7.126394 0.2 0.0 0.1
H 12.821556 -2.064506 0.478062 -0.1 -0.1 -0.2
H -2.693754 0.398176 5.221495 -1.8 1.1 -1.3
H 9.020164 -1.529656 -3.196809 0.1 0.2 0.2
```
Positions in Å, forces in eV/Å.

Summary:
gap between HOMO and LUMO: 3.57 eV
LUMO energy: -0.0428 hartree


(2)
Here is a cluster of 2 separate species, C3H4NP in total at a distorted geometry from OMol25. Energies are from ωB97M-V with the def2-TZVPD basis set.

The geometry in XYZ format:
```
9
Properties=species:S:1:pos:R:3:forces:R:3
P 1.587101 -1.919238 0.033713 -2.7 0.8 1.0
N 1.732696 1.978392 -0.345338 0.7 1.5 -0.6
C 1.577775 0.834523 -0.361545 -0.8 0.5 0.6
C -1.502899 0.426271 -0.014950 -1.6 -1.0 -0.3
C 1.042260 -0.340534 0.005098 1.9 -3.3 -0.2
H 0.330680 -2.392840 0.810680 1.6 0.3 -0.9
H -1.898304 -0.165489 0.826772 0.4 0.4 -0.7
H -1.707550 0.170445 -1.051394 -0.1 -0.4 0.3
H -1.161761 1.408474 0.096963 0.5 1.2 0.6
```
Positions in Å, forces in eV/Å.

Summary:
spin multiplicity: 3
expectation value of S²: 2.041
gap between HOMO and LUMO (spin up / spin down): 6.86 / 7.72 eV
LUMO energy (spin up / spin down): -0.0459 / -0.0862 hartree
relative energy (zero: lowest compared OMol25 entry of this formula, charge and spin): 63.5 kcal/mol


(3)
Here is a cluster of 13 separate species, C28H78F3O14 in total at a distorted geometry from OMol25. Energies are from ωB97M-V with the def2-TZVPD basis set.

The geometry in XYZ format:
```
123
Properties=species:S:1:pos:R:3:forces:R:3
F 8.414507 -5.860039 -2.776006 0.3 1.7 0.2
F 7.398643 -7.600694 -3.216999 -0.5 -1.1 -0.4
F 6.205908 -5.968787 -2.512993 0.6 0.5 0.1
O -0.640986 -1.158390 -0.882424 0.4 1.0 -0.4
O 5.976874 1.398570 -2.644711 -1.6 -0.1 -0.5
O 12.889890 -4.431184 1.694822 0.1 0.0 0.6
O 4.386611 -3.258053 -9.665995 -0.8 0.2 0.0
O 6.514919 -8.014007 -0.499616 -1.0 -0.1 -0.9
O 3.439403 -0.441213 1.961053 -0.5 0.5 -1.1
O 1.998548 -6.699695 7.275165 -2.5 4.0 0.0
O 3.164989 -14.430057 5.212051 0.5 -0.5 0.2
O 11.386996 -11.907923 -4.000688 -0.5 2.3 -0.1
O 10.711296 -10.840883 2.979395 0.0 -1.5 -0.6
O 8.856206 -7.661859 -0.414555 -3.2 1.3 -2.3
O 3.265572 -9.344631 -4.639366 -1.1 0.8 1.1
O 16.408308 -4.126951 -1.939247 0.2 0.5 0.8
O 9.393466 -8.464132 -10.705427 -0.7 -0.7 -1.4
C 2.842294 -15.057406 7.425453 0.6 0.5 0.5
C 5.277392 -2.898791 -8.642573 1.3 0.2 0.4
C 3.159605 -15.597648 6.069519 -0.6 0.0 -0.7
C 7.089506 0.553971 -2.499244 0.8 2.2 0.3
C 8.063721 1.368313 -1.685201 2.4 -1.0 1.3
C 9.714573 -7.955052 -9.477129 2.5 0.0 1.8
C -0.822142 -2.151792 -1.876873 0.1 -1.4 1.3
C 3.225569 -10.707640 -5.007152 2.2 0.6 -0.7
C 3.297102 -2.182862 3.540263 0.4 -0.8 1.3
C 3.059334 -7.564532 7.283186 -1.5 0.1 0.4
C 0.507362 -2.862963 -2.076686 -0.7 -0.9 -0.8
C 2.483056 -8.707843 6.524962 2.4 -2.6 -0.6
C 16.012490 -3.277021 -2.993620 1.4 0.3 0.1
C 11.560704 -2.380254 1.826850 0.6 1.0 0.6
C 11.141501 -8.442808 -9.002259 -1.1 0.7 -0.3
C 11.682482 -14.012475 -4.435629 -1.4 -2.7 0.5
C 7.411791 -6.593598 -2.337451 0.1 -2.3 1.4
C 5.356857 -7.443727 0.134279 1.5 0.7 -0.3
C 10.396478 -9.958649 5.157037 0.6 0.0 0.1
C 12.294205 -3.520347 2.613818 -0.2 1.0 -1.1
C 5.979722 -1.558245 -9.029861 -0.2 -0.9 -0.2
C 4.077334 -1.609695 2.336575 0.0 -1.2 2.0
C 7.604094 -7.104078 -0.825482 3.2 -1.1 2.2
C 11.392515 -10.616510 4.190437 -1.1 1.6 -0.4
C 15.095743 -4.024326 -3.827265 -1.3 -0.6 -1.2
C 10.665381 -12.922084 -4.646965 1.6 -0.6 0.3
C 4.236498 -11.530179 -4.191608 -0.5 -0.5 0.2
C 4.189676 -8.361668 0.176472 -0.8 -0.9 0.2
H 5.045945 -6.513558 -0.341355 0.2 0.2 -0.2
H 4.440483 -12.483994 -4.678156 -0.1 -0.2 0.0
H 5.211269 -11.074012 -4.018950 -0.1 0.5 -0.4
H 4.091109 -8.956319 -4.938209 0.1 -0.1 0.1
H 5.112161 -1.350514 2.560301 -0.1 -0.1 0.3
H 4.414187 -9.224431 0.803637 0.0 -0.3 -0.3
H 3.796393 -8.664341 -0.794006 0.5 -0.2 -0.2
H 11.207256 -1.587818 2.486559 -0.4 -0.3 0.6
H 2.389264 -16.264201 5.681730 -0.3 -0.1 0.1
H 1.241540 -7.092920 7.715537 0.1 0.0 0.0
H 10.935778 -9.720540 6.073849 -0.3 0.0 0.4
H -1.287728 -1.897811 -2.829142 0.3 0.9 0.0
H 0.834004 -3.463966 -1.228037 0.3 0.9 0.5
H 0.335266 -3.700623 -2.752560 -0.2 0.1 -0.6
H 3.872180 -14.460570 4.563545 0.0 -0.2 0.0
H 3.866931 -6.990317 6.829121 0.3 -0.6 0.1
H 10.008576 -9.025481 4.748564 0.3 0.1 -0.2
H 6.794701 -0.382714 -2.026160 0.5 -0.2 -0.4
H 11.829693 -11.540367 4.569202 -0.3 -0.1 -0.2
H 1.835252 -9.350273 7.121400 -0.3 0.3 0.1
H 9.684728 -13.090891 -4.202070 0.2 -0.4 0.4
H -1.462306 -0.697830 -0.695579 -0.1 -0.1 -0.1
H 8.485864 -8.203996 -10.879183 -0.1 -0.1 -0.3
H 3.782073 -3.007966 4.061907 0.5 -0.3 -0.4
H 5.337225 -0.692183 -8.871006 -0.2 -0.1 0.2
H 16.914778 -3.045260 -3.559530 0.1 0.2 0.1
H 9.009945 0.829723 -1.633403 0.3 -0.5 -0.1
H 11.192169 -14.921717 -4.783414 0.4 -0.7 -0.2
H 11.918464 -8.269674 -9.746882 -0.2 0.4 -0.2
H 4.108467 -2.416657 1.604505 -0.1 0.2 -0.6
H 5.904635 -3.785194 -8.547989 0.8 0.4 -0.4
H 2.551827 -0.760494 1.782469 -0.4 0.6 -0.3
H 2.209980 -11.103348 -5.016538 0.1 0.2 0.3
H 10.774785 -2.532612 1.087103 -0.2 -1.0 0.4
H 7.886944 1.472162 -0.614653 -0.8 0.2 0.0
H 6.128529 -1.628810 -10.107344 0.2 0.1 0.0
H 13.100458 -3.080153 3.200571 0.3 0.3 -0.4
H 12.259145 -1.766725 1.257767 0.7 -0.5 -0.2
H 2.308432 -2.595995 3.340398 -0.1 0.1 -0.8
H 5.459957 1.285947 -1.843646 -0.3 0.2 0.0
H 10.863436 -11.505702 -3.303769 -0.1 0.3 -0.1
H 10.460605 -12.844050 -5.714708 0.2 1.0 -0.2
H 3.714935 -14.490111 7.749123 0.0 0.2 0.0
H 6.943342 -1.349557 -8.565107 -0.1 -0.2 0.2
H 8.990305 -8.189794 -8.697111 -0.2 -0.2 0.0
H 7.571361 0.530671 -3.476674 -0.4 -1.0 -0.2
H 11.799217 -14.154450 -3.361234 0.0 0.0 0.1
H 14.736752 -3.359569 -4.612964 -0.3 -0.3 -0.3
H 15.658201 -4.111543 -1.340326 0.1 -0.4 0.4
H 8.433263 2.317784 -2.072555 -0.9 0.1 -0.4
H 12.194689 -9.911578 3.972067 0.4 0.0 0.4
H 3.098018 -1.547451 4.403245 0.3 0.9 -0.4
H 2.695520 -15.788972 8.220047 -0.5 -0.2 -0.3
H 12.699376 -13.983079 -4.826980 -0.4 0.8 -0.5
H 1.261276 -2.239355 -2.557125 0.1 0.0 0.5
H 2.035241 -8.503338 5.552463 -0.1 0.6 0.3
H 7.490645 -6.242159 -0.167972 -0.6 0.8 -0.2
H 11.729766 -3.975678 3.427560 -0.7 -0.4 -0.5
H 5.693447 -7.208435 1.143960 -0.3 0.3 0.4
H -1.524347 -2.837663 -1.402965 -0.1 -0.6 -0.3
H 12.235042 -5.068158 1.399813 -0.2 0.0 -0.1
H 3.804366 -2.501450 -9.766697 -0.3 -0.1 -0.3
H 10.538411 -10.045815 2.469880 0.1 0.3 0.2
H 3.581698 -10.603323 -6.032042 -0.2 -1.2 -0.5
H 9.503723 -10.563417 5.316250 0.3 -0.3 0.2
H 3.336629 -9.346105 6.296647 0.0 -0.7 -0.3
H 14.271160 -4.363941 -3.200504 -0.3 0.0 -0.3
H 4.056664 -16.216585 6.087323 0.5 0.5 -0.3
H 3.874742 -11.733712 -3.183737 -0.2 -0.1 0.0
H 3.131259 -7.708670 8.361224 1.6 -1.0 0.0
H 9.825553 -6.871202 -9.509615 -0.2 0.3 -0.1
H 3.306421 -7.918281 0.636225 0.2 0.5 0.3
H 11.304013 -7.775344 -8.155984 0.5 -0.3 0.2
H 2.031586 -14.339838 7.299164 -0.2 -0.2 0.4
H 4.860162 -2.885180 -7.635678 -0.7 0.5 0.0
H 15.543926 -2.343701 -2.681450 0.2 0.2 0.4
H 11.269747 -9.486820 -8.716474 -0.6 0.0 0.2
H 15.583611 -4.905395 -4.244148 -0.1 0.0 -0.1
```
Positions in Å, forces in eV/Å.

Summary:
gap between HOMO and LUMO: 5.52 eV
LUMO energy: 0.0706 hartree
net charge: -1
relative energy (zero: lowest compared OMol25 entry of this formula, charge and spin): 175.6 kcal/mol